The following is a quantum chemistry calculation of a 2-piece molecular cluster, C2H4N2O2 overall, from OMol25.

```
10
Properties=species:S:1:pos:R:3:forces:R:3
O -4.274438 0.824300 0.116549 -0.3 0.8 0.2
O -3.702976 -1.407483 0.141129 -0.2 -0.7 0.2
N -1.343280 -0.291544 -0.809924 -0.9 2.5 -1.5
N -1.502162 0.908162 -1.067320 0.5 0.2 -0.7
C -4.002109 -0.293925 0.138764 0.0 -0.2 -0.3
C -0.854248 -0.701596 0.449802 -1.5 -0.6 0.3
H -0.753088 -1.747756 0.266550 0.4 -0.9 1.1
H -1.631793 -0.433296 1.173207 0.2 -0.6 0.2
H 0.005889 -0.214306 0.754199 2.1 0.9 0.4
H -1.123738 1.662798 -0.402975 -0.3 -1.4 0.2
```
Forces are in eV/Å.

Values from the calculation:
ΔE to the lowest compared entry with this formula, charge and spin: 62.6 kcal/mol
lowest unoccupied orbital energy: 0.5 eV